(1)
52
Properties=species:S:1:pos:R:3 method="wB97M-V/def2-TZVPD" homo_energy_ev=-4.56 fmax_ev_per_a=1.312 orbital_gap_ev=6.6 total_charge=-1
C -2.219 -2.780 -0.108
C -3.337 -2.216 -0.932
Br -5.064 -2.858 -0.433
C -3.143 -1.363 -1.938
Br -4.636 -0.721 -2.958
N -1.861 -0.973 -2.324
C -1.374 0.351 -1.891
C -2.020 0.912 -0.624
O -1.237 1.923 -0.034
C -0.546 1.460 1.123
C 0.639 0.555 0.788
C 1.735 0.691 1.823
C 3.097 0.069 1.408
C 3.061 -1.015 0.349
S 2.205 -2.482 0.997
C 1.908 -3.360 -0.451
N 2.492 -3.262 -1.585
N 1.876 -4.162 -2.418
C 0.977 -4.740 -1.741
O 0.930 -4.288 -0.473
C -1.391 1.334 -3.054
F -2.540 1.261 -3.770
F -1.286 2.600 -2.620
C -0.237 1.107 -4.070
F 0.829 1.857 -3.727
F 0.129 -0.177 -4.145
H -1.638 -3.481 -0.702
H -1.550 -2.010 0.262
H -2.641 -3.267 0.758
H -1.205 -1.697 -2.080
H -0.323 0.225 -1.664
H -3.034 1.260 -0.816
H -2.109 0.106 0.099
H -0.147 2.338 1.617
H -1.219 0.992 1.842
H 1.024 0.859 -0.185
H 0.275 -0.472 0.704
H 1.890 1.753 2.016
H 1.439 0.250 2.766
H 3.557 -0.326 2.310
H 3.760 0.861 1.077
H 2.617 -0.659 -0.572
H 4.069 -1.335 0.121
H 0.311 -5.493 -2.095
H -0.580 1.461 -5.041
C 0.895 4.735 4.883
C 0.967 3.311 4.292
O 0.081 2.506 4.648
O 1.918 3.103 3.496
H 0.046 4.839 5.559
H 1.812 4.953 5.433
H 0.796 5.465 4.077

***

(2)
8
Properties=species:S:1:pos:R:3 method="wB97M-V/def2-TZVPD" homo_energy_ev=-16.56 fmax_ev_per_a=1.907 e_above_lowest_kj_mol=474.65 orbital_gap_ev=10.4 total_charge=+1
C -0.387 0.381 -0.197
N 0.410 -0.705 0.470
H -0.088 1.146 -0.991
H -1.028 -0.127 -0.925
H -1.118 0.822 0.470
H 0.284 -1.590 0.003
H 1.285 -0.674 0.979
H 0.643 0.747 0.191

***

(3)
56
Properties=species:S:1:pos:R:3 method="wB97M-V/def2-TZVPD" homo_energy_ev=-10.61 fmax_ev_per_a=6.054 orbital_gap_ev=4.0 total_charge=+1
C -1.668 2.188 5.194
C -0.781 1.569 4.235
C 0.330 0.755 4.325
C 0.882 0.698 3.019
C 0.106 1.470 2.150
B 0.491 2.850 1.184
O 1.761 3.004 0.684
C 1.364 2.073 -0.386
C 2.008 2.511 -1.688
C 2.055 0.770 0.003
C -0.401 2.319 -0.461
C -0.833 2.813 -1.834
C -1.498 1.361 0.044
O -0.544 3.440 0.474
O -1.015 1.846 2.921
H -1.123 2.403 6.114
H -2.078 3.132 4.821
H -2.497 1.524 5.453
H 0.736 0.318 5.234
H 1.763 0.138 2.727
H 1.648 1.834 -2.472
H 1.809 3.555 -1.943
H 3.095 2.363 -1.615
H 2.429 0.256 -0.886
H 2.930 0.976 0.638
H 1.404 0.079 0.547
H -0.774 2.013 -2.587
H -1.880 3.135 -1.777
H -0.242 3.665 -2.176
H -2.212 1.095 -0.758
H -1.161 0.401 0.485
H -2.084 1.856 0.831
F 3.824 -3.287 -3.977
C 2.865 -2.763 -3.157
C 2.133 -1.668 -3.628
C 1.168 -1.125 -2.786
C 0.960 -1.635 -1.475
C -0.034 -0.987 -0.601
C -1.217 -1.825 -0.369
C -2.340 -1.713 -1.239
C -3.354 -2.663 -1.225
C -3.304 -3.733 -0.323
C -2.232 -3.816 0.580
C -1.225 -2.857 0.596
C 1.724 -2.750 -1.055
C 2.692 -3.319 -1.888
H 2.303 -1.249 -4.617
H 0.571 -0.264 -3.095
H -0.205 0.011 -1.017
H -2.353 -0.891 -1.967
H -4.196 -2.561 -1.911
H -4.094 -4.479 -0.327
H -2.181 -4.646 1.286
H -0.400 -2.890 1.317
H 1.578 -3.132 -0.041
H 3.296 -4.170 -1.577

***

(4)
52
Properties=species:S:1:pos:R:3 method="wB97M-V/def2-TZVPD" homo_energy_ev=-8.29 fmax_ev_per_a=8.379 e_above_lowest_kj_mol=243.48 orbital_gap_ev=9.6 total_charge=-1
O -0.766 3.727 -1.778
C -0.322 2.637 -1.368
O 0.107 1.743 -2.147
B 0.335 0.546 -1.306
O -0.150 1.001 0.044
C -0.530 2.216 -0.055
O -0.881 2.966 0.869
O 1.698 -0.028 -1.356
C 1.559 -1.255 -1.516
O 2.355 -2.088 -1.074
C 0.230 -1.618 -1.833
O -0.492 -0.574 -1.809
O -0.024 -2.658 -2.468
O 2.738 2.084 1.016
H 2.172 1.305 1.019
H 2.327 2.921 1.218
O 1.471 4.384 1.865
H 0.855 4.029 2.457
H 1.098 5.224 1.545
O -0.323 -2.490 0.981
H -0.258 -2.916 1.804
H -0.842 -3.111 0.395
O -1.712 -4.175 -0.439
H -2.050 -5.031 -0.149
H -2.130 -4.026 -1.308
O -1.277 5.519 1.179
H -1.039 4.608 0.878
H -1.227 6.182 0.465
O 0.888 -5.783 -1.308
H 1.792 -5.691 -1.550
H 0.421 -4.929 -1.332
O -2.363 -0.884 -0.038
H -1.841 -1.461 0.531
H -1.954 -0.675 -0.879
O 3.410 -2.041 1.517
H 3.269 -2.243 0.557
H 3.011 -1.175 1.725
O -0.364 3.799 3.601
H -0.900 3.486 2.853
H 0.086 3.116 4.069
O -0.983 0.848 2.855
H -1.281 1.643 2.366
H -0.342 0.424 2.326
O -3.145 4.688 -1.227
H -2.949 5.625 -1.036
H -2.307 4.223 -1.379
O -2.360 -3.994 -3.203
H -1.564 -3.486 -3.263
H -3.100 -3.410 -3.312
O 3.381 -4.688 -0.431
H 3.322 -3.872 -0.979
H 2.947 -4.642 0.409

***

(5)
86
Properties=species:S:1:pos:R:3 method="wB97M-V/def2-TZVPD" multiplicity=6 homo_energy_ev="-2.39 / -2.43" fmax_ev_per_a=1.424 e_above_lowest_kj_mol=318.35 orbital_gap_ev="5.9 / 4.9" total_charge=-2
Fe -1.211 -1.096 -2.164
C -4.015 1.530 4.167
C -2.583 1.853 3.716
C -2.555 3.313 3.262
C -1.622 1.681 4.898
C -2.206 0.905 2.579
C -1.849 1.341 1.318
C -1.719 0.454 0.259
Se -1.175 1.283 -1.427
C 0.730 0.998 -1.092
C 1.533 2.088 -0.851
C 2.902 1.924 -0.618
C 3.394 0.632 -0.687
C 2.613 -0.506 -0.935
C 1.233 -0.319 -1.092
O 0.380 -1.337 -1.198
C 3.359 -1.847 -1.059
C 2.478 -3.042 -1.438
C 4.425 -1.717 -2.161
C 4.041 -2.175 0.278
C 3.769 3.138 -0.287
C 3.661 4.177 -1.411
C 3.276 3.764 1.026
C 5.243 2.770 -0.118
C -2.001 -0.924 0.393
O -2.137 -1.751 -0.633
C -2.149 -1.392 1.725
C -2.277 -0.478 2.757
C -2.199 -2.903 1.991
C -3.480 -3.502 1.389
C -0.967 -3.578 1.363
C -2.182 -3.227 3.486
H -4.332 2.217 4.959
H -4.092 0.510 4.548
H -4.703 1.627 3.325
H -2.912 3.955 4.073
H -3.195 3.469 2.392
H -1.542 3.632 3.003
H -1.877 2.375 5.706
H -0.595 1.881 4.585
H -1.662 0.666 5.299
H -1.693 2.391 1.110
H 1.078 3.073 -0.832
H 4.456 0.478 -0.543
H 2.027 -2.911 -2.420
H 1.673 -3.205 -0.725
H 3.110 -3.936 -1.473
H 3.957 -1.431 -3.104
H 4.926 -2.679 -2.307
H 5.186 -0.973 -1.919
H 3.292 -2.304 1.062
H 4.725 -1.383 0.591
H 4.612 -3.104 0.190
H 2.641 4.549 -1.515
H 3.956 3.740 -2.367
H 4.313 5.032 -1.204
H 2.227 4.055 0.953
H 3.862 4.655 1.272
H 3.368 3.050 1.847
H 5.650 2.327 -1.029
H 5.388 2.065 0.704
H 5.819 3.672 0.106
H -2.437 -0.856 3.760
H -3.510 -3.337 0.314
H -4.363 -3.037 1.835
H -3.516 -4.580 1.580
H -0.934 -3.417 0.288
H -0.997 -4.656 1.554
H -0.049 -3.171 1.794
H -3.088 -2.882 3.991
H -1.315 -2.786 3.984
H -2.127 -4.312 3.611
S -0.042 -0.055 -7.791
Sb -1.303 -1.529 -6.640
S -0.818 -3.228 -3.425
S 0.022 -1.596 -4.244
S -1.000 -3.678 -7.343
N -4.479 -0.275 -4.499
C -3.158 -0.174 -4.130
O -2.831 -0.916 -3.143
C -2.287 0.633 -4.870
I -4.320 2.347 -1.532
H -5.026 -0.649 -3.735
H -4.863 0.594 -4.838
H -2.665 1.243 -5.677
H -1.265 0.772 -4.567

***

(6)
29
Properties=species:S:1:pos:R:3 method="wB97M-V/def2-TZVPD" multiplicity=3 homo_energy_ev="-8.56 / -13.00" fmax_ev_per_a=10.615 e_above_lowest_kj_mol=214.12 orbital_gap_ev="6.1 / 6.2" total_charge=+1
C 0.397 -2.403 1.105
C -0.346 -1.276 1.361
C 0.798 -0.944 -0.454
C 1.268 -0.262 -1.657
C 1.196 1.199 -1.416
C -0.243 1.578 -1.007
C -1.825 2.565 1.835
C 1.933 -3.231 -0.596
C -1.752 1.245 0.999
N 1.033 -2.214 -0.055
N -0.003 -0.414 0.411
N -0.417 1.051 0.333
O -2.813 1.102 0.111
H 0.683 -3.279 1.641
H -1.132 -1.139 2.165
H 2.359 -0.704 -2.036
H 0.541 -0.552 -2.452
H 1.929 1.497 -0.571
H 1.408 1.849 -2.361
H -0.481 2.615 -0.914
H -1.018 0.970 -1.595
H -1.002 3.144 1.412
H -2.736 2.957 1.701
H -1.455 2.435 2.911
H 1.739 -4.203 -0.162
H 1.836 -3.147 -1.735
H 2.969 -2.982 -0.511
H -1.977 0.478 1.797
H -2.888 2.065 -0.258

***

(7)
9
Properties=species:S:1:pos:R:3 method="wB97M-V/def2-TZVPD" homo_energy_ev=-3.14 fmax_ev_per_a=6.188 e_above_lowest_kj_mol=185.69 orbital_gap_ev=6.9 total_charge=-1
C -0.933 0.895 0.076
C 0.316 -0.889 0.370
O -1.967 0.581 -0.497
O -0.355 1.887 0.495
O -0.146 -1.544 -0.739
S 1.937 0.091 0.125
H 0.420 -1.361 1.293
H -0.556 -0.946 -1.342
H 1.284 1.287 0.219

***

(8)
69
Properties=species:S:1:pos:R:3 method="wB97M-V/def2-TZVPD" multiplicity=3 homo_energy_ev="-6.97 / -7.32" fmax_ev_per_a=1.423 e_above_lowest_kj_mol=76.95 orbital_gap_ev="7.0 / 7.3"
V -0.134 0.268 0.291
O -1.310 2.501 6.993
C -1.011 1.137 7.211
N -0.490 0.671 5.948
C 0.037 -0.567 5.842
O 0.096 -1.328 6.794
C 0.537 -0.976 4.488
C 1.363 -2.086 4.391
C 1.835 -2.471 3.150
C 1.454 -1.733 2.043
N 0.624 -0.691 2.127
C 0.182 -0.315 3.327
H -1.700 2.865 7.792
H -1.901 0.564 7.481
H -0.256 1.000 7.989
H -0.501 1.325 5.183
H 1.618 -2.625 5.295
H 2.492 -3.321 3.033
H 1.805 -1.980 1.049
H -0.490 0.531 3.319
Br -0.524 3.872 -5.382
C 0.697 3.511 -3.991
C 1.692 4.434 -3.696
N 2.575 4.256 -2.715
C 2.481 3.139 -1.996
C 1.519 2.166 -2.229
C 0.601 2.349 -3.252
C 1.391 0.983 -1.322
O 1.899 1.016 -0.163
O 0.610 0.031 -1.652
H 1.769 5.348 -4.274
H 3.182 3.007 -1.180
H -0.166 1.605 -3.430
O -0.071 2.155 1.539
S -0.346 3.440 2.246
C 1.100 4.435 1.963
C 1.591 4.608 0.673
C 2.752 5.334 0.486
C 3.402 5.893 1.584
C 2.904 5.717 2.867
C 1.748 4.969 3.065
C -1.454 4.351 1.182
C -1.829 5.638 1.551
C -2.706 6.336 0.741
C -3.196 5.748 -0.424
C -2.811 4.465 -0.775
C -1.934 3.749 0.035
H 1.064 4.169 -0.169
H 3.150 5.456 -0.514
H 4.309 6.464 1.432
H 3.419 6.150 3.715
H 1.355 4.802 4.061
H -1.435 6.087 2.455
H -3.007 7.339 1.015
H -3.879 6.300 -1.058
H -3.186 4.004 -1.681
H -1.627 2.744 -0.224
Cl -3.166 1.087 -2.312
C -3.989 0.768 -0.808
C -5.356 0.949 -0.757
C -6.034 0.727 0.433
C -5.324 0.328 1.553
C -3.955 0.155 1.479
Cl -3.112 -0.357 2.914
C -3.208 0.363 0.303
N -1.875 0.209 0.216
H -5.879 1.264 -1.651
H -7.105 0.867 0.487
H -5.822 0.143 2.495

***

(9)
51
Properties=species:S:1:pos:R:3 method="wB97M-V/def2-TZVPD" homo_energy_ev=-11.30 fmax_ev_per_a=0.643 e_above_lowest_kj_mol=0.00 orbital_gap_ev=7.8 total_charge=+1
Ga 1.461 -0.865 -0.893
O 0.319 -0.473 -3.556
C 0.139 -0.904 -2.440
C -1.169 -1.506 -2.025
C -2.001 -2.120 -2.955
C -3.195 -2.684 -2.541
C -3.573 -2.628 -1.203
C -2.759 -2.003 -0.270
C -1.552 -1.446 -0.680
P -0.453 -0.575 0.461
C -0.838 1.188 0.346
C -0.234 2.066 1.249
C -0.414 3.432 1.110
C -1.190 3.929 0.068
C -1.795 3.060 -0.826
C -1.623 1.688 -0.690
C -0.728 -1.151 2.132
C -0.035 -2.279 2.574
C -0.266 -2.765 3.851
C -1.175 -2.126 4.683
C -1.862 -1.002 4.245
C -1.642 -0.510 2.967
H -1.689 -2.152 -3.991
H -3.838 -3.174 -3.260
H -4.506 -3.073 -0.886
H -3.056 -1.957 0.771
H 0.359 1.680 2.070
H 0.043 4.110 1.819
H -1.332 4.996 -0.036
H -2.409 3.446 -1.628
H -2.103 1.014 -1.388
H 0.678 -2.773 1.924
H 0.267 -3.641 4.198
H -1.350 -2.506 5.681
H -2.569 -0.508 4.898
H -2.173 0.369 2.623
I 3.382 0.137 1.884
C 3.146 1.338 0.208
C 3.723 2.594 0.171
C 3.526 3.384 -0.950
C 2.771 2.900 -2.007
C 2.241 1.633 -1.915
N 2.421 0.866 -0.817
H 4.313 2.940 1.007
H 3.967 4.371 -0.996
H 2.603 3.485 -2.899
H 1.672 1.188 -2.723
Cl 2.489 -2.762 -0.375
Si 3.757 -1.941 -2.761
Cl 2.723 -3.352 -3.889
Cl 5.526 -2.935 -2.344

***

(10)
10
Properties=species:S:1:pos:R:3 method="wB97M-V/def2-TZVPD" smiles="[H]/N=C(/C=O)OC=O" homo_energy_ev=-10.07 fmax_ev_per_a=4.310 e_above_lowest_kj_mol=376.82 orbital_gap_ev=9.7
N -0.831 1.617 -0.990
C -0.526 0.536 -0.433
O 0.567 -0.237 -0.833
C 1.518 -0.482 0.114
O 1.587 0.086 1.163
C -1.362 -0.225 0.647
O -0.938 -1.362 0.876
H -0.137 1.873 -1.701
H 2.216 -1.242 -0.261
H -2.094 -0.564 1.420

***

(11)
9
Properties=species:S:1:pos:R:3 method="wB97M-V/def2-TZVPD" multiplicity=2 homo_energy_ev="-9.47 / -9.12" fmax_ev_per_a=3.078 e_above_lowest_kj_mol=91.57 orbital_gap_ev="10.3 / 7.0"
N -0.066 0.328 2.719
H -0.598 -0.499 2.382
H 0.669 0.610 1.975
H -0.722 0.976 2.265
C 0.247 -0.244 -1.883
S -0.555 -0.630 -0.314
H 1.011 0.562 -2.141
H 0.565 -1.216 -2.485
H -0.552 0.113 -2.518